1.
27
Properties=species:S:1:pos:R:3:nbo_charge:R:1 method="wB97M-V/def2-TZVPD" molar_mass_g_mol=139.242 total_charge=0 de_lowest_kj_mol=354.48 spin_multiplicity=1
C 0.30494 -0.19842 -0.58446 -0.146
C -0.30620 0.23575 0.61879 -0.153
C -0.37837 -0.67858 -1.83284 -0.638
C 0.47842 1.04796 1.61334 -0.639
C -1.09278 2.93898 -0.65563 -0.722
C 2.37087 -1.92445 0.63804 -0.682
C -1.52455 1.53891 -0.31232 0.314
C 0.89945 -1.83304 0.39506 0.059
C 0.04721 -2.83429 0.59069 -0.483
N -2.70548 1.09332 -0.43035 -0.695
H 1.25994 0.28735 -0.78787 0.204
H -1.09147 -0.36366 1.07334 0.230
H -3.39433 1.82297 -0.67559 0.323
H -0.44555 0.13349 -2.55993 0.215
H -1.36301 -1.09751 -1.62547 0.233
H 0.21943 -1.46153 -2.30667 0.224
H -0.17802 1.76774 2.10932 0.224
H 0.90384 0.40249 2.38547 0.221
H 1.27975 1.61896 1.13959 0.207
H -0.68091 3.43494 0.22707 0.226
H -1.93380 3.54256 -1.02476 0.211
H -0.31693 2.91095 -1.42481 0.225
H 2.67325 -2.92397 0.97922 0.210
H 2.93322 -1.71634 -0.27790 0.215
H 2.68998 -1.20254 1.39623 0.215
H -1.01987 -2.71813 0.41387 0.202
H 0.37097 -3.82391 0.91856 0.200

***

2.
17
Properties=species:S:1:pos:R:3:nbo_charge:R:1 method="wB97M-V/def2-TZVPD" molar_mass_g_mol=337.630 total_charge=+1 de_lowest_kj_mol=65.11 s2=2.01 spin_multiplicity=3
O -2.45033 0.06954 1.39045 -0.894
C -1.63134 -0.90125 1.31164 0.972
O -1.95392 -2.09029 1.26594 -0.705
O -0.35272 -0.47966 1.30042 -0.575
C 0.71210 -1.43936 1.20930 -0.103
C 2.01429 -0.69848 1.25557 -0.419
Li -4.58731 -1.39798 1.38514 0.986
H 0.60006 -2.00589 0.27490 0.203
H 0.61353 -2.14087 2.05177 0.200
H 2.10756 -0.05414 2.13751 0.212
H 2.22918 -0.13972 0.33850 0.215
Hg -1.42458 1.84594 1.55659 0.844
C 3.50895 -1.95868 1.35315 -0.548
C 4.79862 -1.37036 1.19751 0.545
O 5.26581 -0.30887 1.00400 -0.445
H 3.33679 -2.71290 0.57489 0.256
H 3.41683 -2.44520 2.33198 0.256

***

3.
12
Properties=species:S:1:pos:R:3:nbo_charge:R:1 method="wB97M-V/def2-TZVPD" molar_mass_g_mol=117.153 total_charge=+1 de_lowest_kj_mol=129.46 spin_multiplicity=1
C -0.73297 -0.93466 -1.94624 0.506
C -0.65662 -1.30267 0.40181 0.321
C 0.86779 0.69253 0.43242 0.082
N -0.89013 -1.57000 -0.75364 -0.373
N -0.11969 0.01065 0.89650 -0.531
O 0.41453 -0.77550 -2.35448 -0.517
S 1.26601 2.19171 1.21551 0.186
H -1.69314 -0.76614 -2.35830 0.175
H -0.86839 -1.89304 1.31557 0.220
H 1.28315 0.58420 -0.53336 0.280
H -0.61645 0.35247 1.71274 0.436
H 2.46857 2.53679 0.57621 0.214

***

4.
56
Properties=species:S:1:pos:R:3:nbo_charge:R:1 method="wB97M-V/def2-TZVPD" molar_mass_g_mol=410.474 total_charge=0 de_lowest_kj_mol=15.57 spin_multiplicity=1
N -2.14073 -1.69732 -1.65774 -0.848
C -2.29076 -3.01822 -1.43527 0.678
O -3.21177 -3.64845 -1.91148 -0.624
C -1.21757 -3.67999 -0.57459 -0.308
C 0.16886 -3.62783 -1.25116 -0.410
H 0.06077 -3.40918 -2.31431 0.230
C 1.09054 -2.58599 -0.62440 -0.231
N 1.27590 -2.86042 0.78868 -0.431
C 2.31179 -2.37860 1.50127 0.600
O 2.42154 -2.51743 2.70716 -0.617
C 3.31424 -1.54950 0.69147 0.497
O 4.33822 -2.00397 0.22468 -0.532
C 2.85699 -0.18113 0.55030 -0.267
C 1.70784 0.33688 1.10606 0.098
N 1.50114 1.60579 0.68274 -0.346
C 2.50992 1.95097 -0.19151 0.125
C 2.73702 3.12651 -0.89367 -0.242
C 3.86323 3.18771 -1.68921 -0.210
C 4.74514 2.11040 -1.78781 -0.226
C 4.52656 0.93964 -1.09403 -0.201
C 3.39836 0.85580 -0.28475 0.008
H 5.20259 0.10267 -1.16150 0.240
H 5.61463 2.20372 -2.42098 0.215
H 4.06705 4.08946 -2.24736 0.213
H 2.06589 3.97114 -0.82791 0.205
C 0.28032 2.31540 0.91440 -0.300
H 0.34572 3.30631 0.46141 0.237
H 0.10345 2.43261 1.99071 0.229
C -0.89665 1.53368 0.30729 0.691
O -0.73513 0.43847 -0.20918 -0.668
N -2.09407 2.11547 0.40146 -0.416
C -2.39775 3.38922 1.02650 -0.217
C -3.87778 3.61296 0.71349 -0.406
H -3.98413 4.11693 -0.24736 0.209
C -4.42809 2.19120 0.62012 -0.410
C -3.29733 1.44734 -0.07916 -0.217
H -3.36377 1.55264 -1.16740 0.196
H -3.25493 0.38419 0.16305 0.230
H -4.58772 1.78252 1.61812 0.208
H -5.36156 2.13626 0.06630 0.228
H -4.37165 4.20982 1.47636 0.226
H -2.23199 3.32782 2.10860 0.195
H -1.76877 4.18779 0.62569 0.205
H 1.03457 -0.12249 1.80449 0.227
C 0.17165 -3.49920 1.48197 -0.227
C -1.14234 -3.08083 0.83513 -0.403
H -1.18697 -1.99104 0.79638 0.208
H -1.98224 -3.43336 1.43465 0.224
H 0.28086 -4.58929 1.44438 0.193
H 0.22793 -3.19120 2.52978 0.239
H 2.06275 -2.61652 -1.12284 0.228
H 0.67655 -1.57857 -0.75952 0.203
H 0.64726 -4.60454 -1.16494 0.217
H -1.52241 -4.72767 -0.49136 0.232
H -1.43749 -1.12187 -1.22149 0.425
H -2.82568 -1.24670 -2.24172 0.397

***

5.
16
Properties=species:S:1:pos:R:3:nbo_charge:R:1 method="wB97M-V/def2-TZVPD" molar_mass_g_mol=149.646 total_charge=0 de_lowest_kj_mol=312.09 spin_multiplicity=1
C 0.97453 -0.46077 0.46044 -0.344
C -0.23853 -1.34191 -0.10155 -0.412
C -1.31015 -0.28453 0.15399 -0.068
C -0.71060 0.90699 -0.52635 -0.140
C 0.44763 1.09931 0.42622 -0.204
H 2.25288 -0.45069 -1.52934 0.116
H 1.14839 -0.71151 1.48781 0.223
H -0.33506 -2.30668 0.45107 0.223
H -0.10553 -1.59929 -1.15173 0.222
H -1.38219 -0.14740 1.25330 0.167
H -2.73324 1.15809 0.11910 0.368
H -0.31010 0.66866 -1.49643 0.188
H 0.20399 1.38515 1.44364 0.223
N -2.14715 0.64469 -0.57896 -0.519
S 2.57816 -0.84865 -0.29148 0.008
Cl 1.66697 2.28853 -0.11971 -0.052

***

6.
64
Properties=species:S:1:pos:R:3:nbo_charge:R:1 method="wB97M-V/def2-TZVPD" molar_mass_g_mol=593.407 total_charge=0 de_lowest_kj_mol=0.00 s2=2.01 spin_multiplicity=3
W -0.28128 -0.04978 -0.39190 0.479
Si 1.87690 0.29129 -1.18482 0.633
P -0.76546 0.25115 -3.00243 1.059
N -0.48968 -1.86155 -0.72846 -0.735
H -0.20943 1.35820 0.56154 0.021
C -2.61507 0.44754 -3.12333 -0.941
H -2.92561 0.68579 -4.15796 0.218
H -2.94265 1.25937 -2.44995 0.274
H -3.07208 -0.49531 -2.77465 0.235
C -0.10257 1.76932 -3.84717 -0.944
H -0.51612 1.84614 -4.86978 0.222
H 0.99678 1.71929 -3.89481 0.243
H -0.40038 2.65149 -3.25741 0.262
C -0.42521 -1.10949 -4.21425 -0.953
H -0.72499 -0.80999 -5.23709 0.226
H -0.99181 -2.00564 -3.90922 0.248
H 0.65010 -1.35004 -4.19727 0.247
C 2.51367 2.06296 -0.78905 -1.085
H 2.25922 2.37601 0.23692 0.215
H 2.11362 2.76403 -1.53971 0.224
H 3.61043 1.97386 -0.88946 0.225
H 2.91104 -0.49685 -0.45424 -0.212
H 2.27963 0.17617 -2.61529 -0.185
C -0.44969 -3.18712 -0.88961 0.119
C -1.59999 -5.34142 -0.85021 -0.219
C -1.59747 -3.97984 -0.57762 -0.212
C 0.72927 -3.85077 -1.35773 -0.259
C 0.70549 -5.20752 -1.62466 -0.192
C -0.45199 -5.96354 -1.37475 -0.259
H -2.50183 -5.93323 -0.66390 0.210
H -2.46281 -3.47992 -0.14659 0.204
H 1.63096 -3.25191 -1.50950 0.218
H 1.58420 -5.70408 -2.03852 0.210
H -0.46148 -7.03655 -1.58544 0.210
C -1.05196 2.36443 0.04760 0.306
O -1.40591 1.96864 -1.20074 -0.765
C -2.26987 2.50232 0.96752 -0.661
H -2.30631 3.49762 1.44170 0.213
H -2.26654 1.77769 1.78583 0.208
H -3.20582 2.42149 0.37983 0.237
C -0.35493 3.73701 -0.02104 -0.656
H -0.72602 4.28884 -0.89805 0.234
H 0.73254 3.73436 -0.08315 0.234
H -0.64345 4.32695 0.85995 0.202
C 1.82370 -1.61244 2.04852 -0.938
P 0.38523 -0.48390 1.86496 1.041
C -0.94220 -1.50985 2.59145 -0.950
C 0.74944 0.83809 3.10491 -0.253
C 2.04314 1.37988 3.18064 -0.226
C 2.31054 2.44998 4.04227 -0.203
C 1.28434 3.00215 4.81114 -0.203
C -0.01511 2.48909 4.71514 -0.195
C -0.27938 1.39714 3.87794 -0.236
H 1.61925 -2.59971 1.60761 0.263
H 1.98880 -1.71488 3.13383 0.231
H 2.71686 -1.19120 1.57136 0.258
H -0.61609 -1.81233 3.60182 0.233
H -1.87523 -0.92535 2.65721 0.239
H -1.12523 -2.40873 1.97577 0.271
H 2.85634 0.96143 2.57642 0.227
H 3.32174 2.85191 4.10729 0.223
H 1.49105 3.83944 5.47508 0.220
H -0.82491 2.93931 5.28347 0.219
H -1.28774 0.97262 3.84203 0.218